(1)
An isolated molecule of C4H8N2O. Source: OMol25; level of theory: ωB97M-V/def2-TZVPD.

Computed properties:
LUMO: 1.001 eV
Structure (SMILES): C[C@@]1(C(N)=O)CN1
Kohn-Sham gap: 10.566 eV

Positions of all 15 atoms, in Å:
1 O 0.968599 1.988737 0.626119
2 N -0.942217 1.874688 -0.613976
3 N -1.030522 -0.823342 -0.512018
4 C 0.986709 -0.777526 1.142371
5 C 0.110506 1.335751 0.054934
6 C 0.201017 -0.875726 -1.291598
7 C 0.176010 -0.178358 0.017593
8 H -1.081743 2.870649 -0.546794
9 H 0.745044 -0.310422 2.098533
10 H 0.816623 -1.857471 1.217911
11 H 0.757787 -1.812576 -1.318881
12 H -1.221059 -1.705724 -0.045276
13 H 2.052333 -0.613627 0.955770
14 H 0.197565 -0.315935 -2.222752
15 H -1.711140 1.270898 -0.869092

Force components x, y, z for each atom (eV/Å):
O -0.293 -0.168 -0.221
N 0.002 0.049 0.078
N -0.120 -0.137 0.154
C 0.034 -0.092 0.071
C 0.137 0.050 -0.022
C 0.153 -0.063 -0.264
C 0.162 0.076 0.121
H 0.041 -0.132 -0.009
H -0.017 -0.063 -0.063
H -0.016 0.142 -0.067
H -0.111 0.175 -0.005
H 0.104 0.115 -0.021
H -0.169 0.024 0.071
H -0.055 -0.030 0.136
H 0.149 0.055 0.041

Atom charges from the Mulliken analysis, given in e for atoms 1 to 8: number 1, O, carries -0.64; number 2, N, carries -0.37; number 3, N, carries -0.72; number 4, C, carries -1.38; number 5, C, carries 0.06; number 6, C, carries -0.58; number 7, C, carries 1.27; number 8, H, carries 0.24

***

(2)
A cluster of 2 separate species, C4H8N2O in total. Source: OMol25; level of theory: ωB97M-V/def2-TZVPD.

Computed properties:
LUMO: 0.935 eV
Structure (SMILES): O=C1CN2C[C@H]12.N
Kohn-Sham gap: 10.238 eV

Positions of all 15 atoms, in Å:
1 O 0.426788 -2.007397 0.030559
2 N -0.649792 1.063603 0.789626
3 N 1.492402 0.055238 -1.749486
4 C -1.834627 0.252761 1.039973
5 C 0.081148 -0.881431 0.257497
6 C -1.048034 0.017081 -0.193876
7 C 0.507080 0.230767 1.232298
8 H 2.361842 0.573525 -1.737091
9 H 1.440022 0.701269 0.913245
10 H 1.707829 -0.922053 -1.916571
11 H 0.952423 0.390773 -2.538707
12 H -1.810842 -0.514510 1.814810
13 H -1.390798 0.254912 -1.196989
14 H -2.776255 0.782207 0.951838
15 H 0.540817 0.003262 2.302874

Force components x, y, z for each atom (eV/Å):
O -0.127 0.493 0.060
N 0.018 0.189 0.120
N 0.105 0.119 -0.209
C -0.270 -0.075 0.172
C 0.060 -0.378 0.005
C -0.086 -0.186 -0.351
C 0.193 -0.103 0.208
H 0.050 -0.016 -0.079
H -0.127 -0.175 0.043
H 0.012 0.071 0.019
H 0.069 0.001 -0.032
H 0.026 0.215 -0.025
H 0.028 -0.180 0.217
H 0.104 -0.003 -0.021
H -0.055 0.027 -0.126

Atom charges from the Mulliken analysis, given in e for atoms 1 to 8: number 1, O, carries -0.62; number 2, N, carries -0.50; number 3, N, carries -0.69; number 4, C, carries -0.23; number 5, C, carries 0.36; number 6, C, carries -0.08; number 7, C, carries -0.26; number 8, H, carries 0.23

***

(3)
An isolated molecule of C4H8N2O in a non-equilibrium geometry. Source: OMol25; level of theory: ωB97M-V/def2-TZVPD.

Computed properties:
LUMO: -0.085 eV
Structure (SMILES): CN[C@H](C#N)CO
Kohn-Sham gap: 9.445 eV

Positions of all 15 atoms, in Å:
1 O 1.637431 1.256269 0.128555
2 N -0.538884 -2.054109 -1.786478
3 N -0.595287 -0.289741 0.942765
4 C 1.584596 -0.084848 -0.294583
5 C -0.009319 -1.990065 -0.751936
6 C -1.445471 0.881292 0.751968
7 C 0.142446 -0.568454 -0.262201
8 H -2.216881 0.749595 -0.027168
9 H 2.258045 -0.724086 0.290201
10 H -0.354988 -0.110670 -1.148819
11 H 1.902870 -0.110319 -1.341582
12 H -1.934671 1.131012 1.694399
13 H 1.458438 1.245713 1.078986
14 H -0.806118 1.716917 0.456482
15 H -1.146512 -1.088743 1.238549

Force components x, y, z for each atom (eV/Å):
O 0.115 0.040 0.290
N 0.258 -2.543 0.068
N 0.056 -0.036 0.247
C 0.146 -0.269 -0.094
C -0.733 0.530 -1.474
C -0.124 0.231 0.132
C -0.220 0.958 -0.500
H 0.180 -0.059 0.133
H -0.133 0.013 0.039
H 0.376 0.909 1.157
H 0.112 0.000 0.193
H -0.001 0.009 -0.058
H -0.007 0.096 -0.132
H -0.221 -0.051 0.071
H 0.196 0.172 -0.072

Atom charges from the Mulliken analysis, given in e for atoms 1 to 8: number 1, O, carries -0.53; number 2, N, carries -0.34; number 3, N, carries -0.42; number 4, C, carries -0.62; number 5, C, carries -0.13; number 6, C, carries -0.92; number 7, C, carries 0.60; number 8, H, carries 0.33

***

(4)
A cluster of 2 separate species, C4H8N2O in total. Source: OMol25; level of theory: ωB97M-V/def2-TZVPD.

Computed properties:
LUMO: 0.246 eV
Structure (SMILES): NC(=O)CN1C=C1.[H][H]
Kohn-Sham gap: 8.583 eV

Positions of all 15 atoms, in Å:
1 O 2.808960 0.152799 0.407915
2 N 1.219161 0.127717 -1.204018
3 N -0.745572 -0.838581 0.979683
4 C 1.670080 -0.099394 0.052156
5 C -1.644679 -0.699182 -0.272839
6 C 0.720749 -0.804674 1.020332
7 C -1.581202 0.219690 0.654255
8 H 0.278181 -0.103067 -1.487141
9 H -1.073372 2.413773 -0.760905
10 H -2.390414 -1.426263 -0.587004
11 H 1.873795 0.514444 -1.865885
12 H -1.166499 1.762194 -1.109596
13 H 1.024611 -1.854945 0.992916
14 H -1.993374 1.080324 1.163274
15 H 0.999574 -0.444832 2.016850

Force components x, y, z for each atom (eV/Å):
O -0.445 -0.009 -0.135
N 0.047 0.046 -0.098
N 0.089 -0.213 0.450
C -0.016 -0.062 -0.044
C -0.239 -0.075 0.502
C 0.101 -0.196 0.241
C -0.082 -0.304 -0.195
H 0.115 0.032 0.088
H 0.006 0.094 -0.211
H 0.377 0.262 -0.258
H -0.110 -0.008 0.005
H 0.023 0.369 0.009
H 0.086 0.058 0.005
H 0.126 0.018 -0.186
H -0.079 -0.011 -0.172

Atom charges from the Mulliken analysis, given in e for atoms 1 to 8: number 1, O, carries -0.63; number 2, N, carries -0.28; number 3, N, carries -0.36; number 4, C, carries 0.47; number 5, C, carries -0.62; number 6, C, carries -0.29; number 7, C, carries 0.11; number 8, H, carries 0.20

***

(5)
An isolated molecule of C4H8N2O in a non-equilibrium geometry. Source: OMol25; level of theory: ωB97M-V/def2-TZVPD.

Computed properties:
LUMO: 0.839 eV
Structure (SMILES): C1=NOCCNC1
Kohn-Sham gap: 10.041 eV

Positions of all 15 atoms, in Å:
1 O 0.699935 1.373222 0.843422
2 N 0.273366 -0.932693 -0.832814
3 N -0.701980 1.554116 0.733474
4 C 0.165054 -1.048023 0.629462
5 C -1.175841 1.095504 -0.381374
6 C -0.237399 0.392675 -1.350012
7 C 0.993266 0.037483 1.174477
8 H 0.645549 -1.921483 1.012769
9 H -0.887262 -0.968889 0.983066
10 H 0.957288 -0.171654 2.310936
11 H 2.043323 -0.070717 0.722795
12 H -2.281104 1.174691 -0.512394
13 H 0.592267 1.052685 -1.763623
14 H -0.335886 -1.648691 -1.291453
15 H -0.750575 0.081774 -2.278731

Force components x, y, z for each atom (eV/Å):
O -0.931 0.146 -0.458
N -1.311 -0.578 -0.684
N -1.273 -0.075 -0.930
C -0.985 0.891 -1.491
C 1.167 0.420 1.042
C 0.142 -0.701 -1.630
C 2.454 -0.281 2.003
H 0.004 -0.972 -0.076
H 0.622 -0.301 0.019
H 0.489 0.889 -1.329
H -1.284 -0.110 1.130
H 1.066 0.017 0.051
H -0.832 -0.635 1.217
H 0.879 0.750 0.717
H -0.206 0.540 0.418

Atom charges from the Mulliken analysis, given in e for atoms 1 to 8: number 1, O, carries -0.18; number 2, N, carries -0.46; number 3, N, carries -0.48; number 4, C, carries -0.68; number 5, C, carries 0.05; number 6, C, carries -0.50; number 7, C, carries -0.34; number 8, H, carries 0.43

***

(6)
An isolated molecule of C4H8N2O. Source: OMol25; level of theory: ωB97M-V/def2-TZVPD.

Computed properties:
LUMO: 0.903 eV
Structure (SMILES): NN=C=CCCO
Kohn-Sham gap: 9.573 eV

Positions of all 15 atoms, in Å:
1 O 2.758316 0.040102 0.857685
2 N -2.495780 0.644792 -0.222038
3 N -3.427563 -0.432657 -0.121653
4 C -0.145303 0.231906 0.639264
5 C -1.388266 0.448922 0.288142
6 C 2.164637 0.189719 -0.419566
7 C 0.779495 -0.430972 -0.359343
8 H 0.322319 -0.387314 -1.353239
9 H -4.229977 -0.162234 -0.684351
10 H 2.755469 -0.331265 -1.189095
11 H 0.236852 0.477114 1.626726
12 H -3.755506 -0.466042 0.841710
13 H 2.094951 1.247235 -0.716784
14 H 3.566416 0.564661 0.882770
15 H 0.901071 -1.491772 -0.110903

Force components x, y, z for each atom (eV/Å):
O 0.240 0.197 0.109
N 0.726 -0.014 0.214
N -0.362 -0.001 0.093
C -0.141 0.057 -0.094
C -0.265 0.037 -0.189
C -0.195 0.029 -0.362
C 0.050 -0.125 -0.122
H 0.090 -0.028 0.094
H 0.153 0.073 0.138
H -0.078 0.063 0.132
H -0.173 -0.008 -0.158
H 0.071 -0.128 -0.101
H -0.001 -0.124 0.159
H -0.101 -0.114 0.051
H -0.015 0.087 0.036

Atom charges from the Mulliken analysis, given in e for atoms 1 to 8: number 1, O, carries -0.51; number 2, N, carries -0.27; number 3, N, carries -0.47; number 4, C, carries -0.59; number 5, C, carries 0.38; number 6, C, carries -0.42; number 7, C, carries -0.49; number 8, H, carries 0.33

***

(7)
A cluster of 2 separate species, C4H8N2O in total in a non-equilibrium geometry. Source: OMol25; level of theory: ωB97M-V/def2-TZVPD.

Computed properties:
LUMO: 0.487 eV
Structure (SMILES): Cc1c[nH]cn1.O
Kohn-Sham gap: 8.797 eV

Positions of all 15 atoms, in Å:
1 O -3.338848 1.142202 3.115148
2 N 1.539007 -0.824192 0.441156
3 N -0.647500 -0.499174 -0.042568
4 C 2.498748 0.057148 -1.840497
5 C 1.420250 -0.180062 -0.824733
6 C 0.211304 -0.787262 0.908726
7 C 0.100892 0.156037 -0.979567
8 H -3.715627 0.337387 2.766422
9 H 2.179539 -0.261465 -2.897917
10 H 3.299159 -0.471924 -1.369016
11 H -0.258262 0.745988 -1.827249
12 H -1.576052 -0.976259 -0.348747
13 H 2.662056 1.140138 -2.017745
14 H -0.274936 -1.299385 1.770040
15 H -4.099723 1.720819 3.146546

Force components x, y, z for each atom (eV/Å):
O 0.099 0.064 0.021
N -2.908 1.619 0.326
N -2.794 1.767 -2.051
C -1.386 0.611 -0.730
C -1.831 0.233 1.569
C 2.677 -4.219 0.741
C 0.766 -0.375 -3.230
H 0.030 -0.485 -0.131
H 0.647 -0.297 1.748
H 1.269 -0.100 -0.692
H -0.464 -0.631 0.358
H 2.161 1.614 1.622
H 0.413 -0.538 0.667
H 1.460 0.321 -0.331
H -0.140 0.415 0.113

Atom charges from the Mulliken analysis, given in e for atoms 1 to 8: number 1, O, carries -0.62; number 2, N, carries -0.62; number 3, N, carries -0.09; number 4, C, carries -1.05; number 5, C, carries 0.72; number 6, C, carries -0.21; number 7, C, carries -0.60; number 8, H, carries 0.31

***

(8)
A structure of composition C4H8N2O in a non-equilibrium geometry. Source: OMol25; level of theory: ωB97M-V/def2-TZVPD.

Computed properties:
LUMO (spin up / spin down): -0.475 / -0.504 eV
Kohn-Sham gap (spin up / spin down): 7.898 / 7.446 eV

Positions of all 15 atoms, in Å:
1 O 2.586288 -0.062629 0.089839
2 N -1.144059 0.636415 0.900113
3 N 1.064046 2.062552 -0.334525
4 C 0.587251 -0.297254 -0.440635
5 C 1.280588 0.836580 -0.794409
6 C -1.579717 -1.570931 -0.135014
7 C -0.772943 -0.329319 0.150936
8 H -1.035247 -2.452008 0.212716
9 H -1.722947 -1.684942 -1.212686
10 H 1.653560 2.816032 -0.648175
11 H 0.410400 2.228982 0.424280
12 H 0.942868 -1.244596 -0.815848
13 H -2.558135 -1.539571 0.345663
14 H -2.102324 0.520286 1.231792
15 H 2.390371 0.080401 1.025953

Force components x, y, z for each atom (eV/Å):
O 0.781 0.989 -1.138
N 0.048 0.245 -0.353
N 0.040 0.863 -0.263
C -1.904 0.418 -1.250
C 1.044 -2.311 3.029
C -0.054 0.051 -0.017
C -0.162 -0.063 -0.225
H -0.047 0.017 -0.004
H 0.030 0.002 0.049
H -0.205 -0.038 -0.004
H 0.190 -0.163 -0.100
H 0.264 -0.028 0.321
H 0.068 0.003 0.023
H 0.156 -0.196 0.106
H -0.250 0.211 -0.173

Atom charges from the Mulliken analysis, given in e for atoms 1 to 8: number 1, O, carries -0.61; number 2, N, carries -0.66; number 3, N, carries -0.33; number 4, C, carries -0.53; number 5, C, carries 0.20; number 6, C, carries -1.20; number 7, C, carries 0.89; number 8, H, carries 0.31

***

Going through the records in order, we get ΔE to the lowest compared entry with this formula, charge and spin values of 27.1, 73.9, 84.6, 133.5, 97.3, 82.5, 66.0, 123.4 kcal per mole.